DFT (ωB97M-V/def2-TZVPD) results for one molecule with the formula C7H7I2NO in a non-equilibrium geometry.

As for the net charge: 0. The orbital gap is 0.3079 hartree. As for the SMILES: OC(=C=C(I)I)C1=NCCC1. The electronic energy comes out at -996.19713 Eh. For the highest occupied orbital energy, the calculation gives -8.980 eV.

XYZ file:
```
18
Properties=species:S:1:pos:R:3:forces:R:3
O -2.40938 0.42641 -0.76755 2.558 2.878 1.565
C -1.43456 -0.42132 -0.43245 2.020 1.006 0.789
C -1.43895 -1.70068 -0.56662 0.428 -4.825 -0.214
C -1.22774 -3.01054 -0.49419 -0.762 1.262 0.116
I -1.94665 -4.01343 1.34708 0.609 0.510 -1.306
I -0.40899 -4.28019 -2.09619 -0.628 1.026 1.239
C -0.16929 0.19776 0.04334 0.137 1.435 -0.149
N 0.75232 -0.43577 0.60866 1.316 -1.243 0.326
C 1.92722 0.41892 0.85221 -2.086 1.833 -1.245
C 1.43127 1.86147 0.56214 -2.235 0.843 2.564
C 0.13783 1.66923 -0.21136 1.847 -2.751 -2.717
H -3.01150 -0.12232 -1.12775 -3.984 -2.339 -2.135
H 2.78220 0.31100 0.26140 0.992 -1.295 -1.757
H 2.33465 0.29150 1.79551 0.185 -0.249 2.238
H 2.06157 2.56355 0.03106 0.487 -0.071 0.378
H 1.02666 2.28354 1.56628 1.272 -0.179 -1.443
H 0.29730 1.74915 -1.32370 -0.021 -0.002 0.742
H -0.70397 2.21172 -0.04787 -2.135 2.160 1.006
```
Positions in Å, forces in eV/Å.


DFT (ωB97M-V/def2-TZVPD) results for one molecule with the formula C6H8O3 in a non-equilibrium geometry.

As for the net charge: 0. The orbital gap is 0.2984 hartree. As for the SMILES: C=C(C)C(=C)OC(=O)O. The electronic energy comes out at -459.03625 Eh. For the highest occupied orbital energy, the calculation gives -8.729 eV.

XYZ file:
```
17
Properties=species:S:1:pos:R:3:forces:R:3
C 0.79692 0.86149 -1.30543 0.189 -0.450 1.354
C 0.34383 -0.08463 -0.42153 -0.296 -0.073 -3.856
C 0.97409 -1.45614 -0.42187 0.091 0.063 0.255
C -1.13335 0.06299 -0.15229 -0.007 -2.375 0.543
C -2.05896 -0.87127 -0.44150 0.605 0.740 0.385
O -1.31120 1.09400 0.68557 2.744 0.150 1.549
C 0.10217 0.99252 1.44252 -3.086 1.678 2.663
O 0.27257 0.20801 2.34463 -0.088 0.411 -2.131
O 0.59953 2.25439 1.45301 -0.132 -0.545 -0.367
H 1.65028 0.68184 -1.95271 0.246 0.125 0.358
H 0.36583 1.85582 -1.32110 -0.330 -0.168 -0.297
H 0.52516 -2.09397 -1.18753 -0.146 0.063 0.127
H 0.83790 -1.93510 0.54918 0.026 -0.022 -0.062
H 2.04182 -1.40491 -0.65254 -0.106 0.110 0.131
H -1.83992 -1.69942 -1.10110 0.064 0.136 -0.010
H -2.99796 -0.88539 0.09902 -0.072 0.283 -0.306
H 0.83132 2.41979 2.38368 0.299 -0.124 -0.337
```
Positions in Å, forces in eV/Å.


DFT (ωB97M-V/def2-TZVPD) results for one molecule with the formula C4H7N3O in a non-equilibrium geometry.

As for the net charge: 0. The orbital gap is 0.3277 hartree. As for the SMILES: C=CN/C=N/C=N/O. The electronic energy comes out at -396.00191 Eh. For the highest occupied orbital energy, the calculation gives -8.191 eV.

XYZ file:
```
15
Properties=species:S:1:pos:R:3:forces:R:3
C -1.35018 2.14054 0.47296 -0.001 1.438 3.081
C -0.53386 1.96322 1.52382 2.018 -1.999 -0.586
N 0.52758 0.91442 1.47656 0.005 0.485 0.338
C 0.73823 -0.15573 0.62986 -0.359 1.348 0.489
N 0.03104 -0.26885 -0.44802 0.533 0.566 1.322
C 0.26635 -1.45735 -1.02210 0.311 -3.808 -1.290
N 0.05878 -1.76250 -2.24814 -0.846 4.127 1.247
O 0.57388 -2.93289 -2.59183 0.056 -2.535 -0.659
H -2.15319 2.87706 0.67937 0.496 -0.605 -0.908
H -1.13874 1.55694 -0.38084 -0.501 -0.251 -0.915
H -0.39519 2.45134 2.51930 -0.895 -0.117 -1.196
H 1.24899 1.06149 2.16942 -0.209 -0.236 -0.088
H 1.57906 -0.88991 0.93104 -1.401 1.214 -0.314
H 0.57477 -2.34708 -0.39812 0.290 0.916 -0.289
H -0.02751 -3.15071 -3.31325 0.504 -0.542 -0.232
```
Positions in Å, forces in eV/Å.


DFT (ωB97M-V/def2-TZVPD) results for C28H42BrFeN3P2 as an isolated structure in a non-equilibrium geometry.

As for the net charge: +2. The orbital gap (spin up / spin down) is 0.2602 / 0.1468 hartree. As for the expectation value of S²: 6.087. As for the spin multiplicity: 5. The electronic energy comes out at -5776.00859 Eh. For the highest occupied orbital energy (spin up / spin down), the calculation gives -13.308 / -12.782 eV.

XYZ file:
```
77
Properties=species:S:1:pos:R:3:forces:R:3
C -0.52418 7.21207 -5.39186 0.001 0.097 -0.179
C -0.66065 5.82326 -5.49398 0.275 0.473 0.228
C -0.96468 5.26827 -6.75540 0.125 -0.088 0.185
C -1.03816 6.11749 -7.86234 0.120 0.206 1.108
N -0.85320 7.43412 -7.74586 -0.024 0.193 -0.461
C -0.61937 7.97947 -6.55672 -0.077 -0.556 0.264
C -0.52162 5.01197 -4.29104 -1.108 -1.472 0.928
C -0.69113 4.20569 -3.37416 -0.262 2.930 -2.080
C -1.08458 2.94775 -2.88218 0.221 -0.179 -0.029
C -0.07806 1.99190 -3.28637 -2.331 -1.855 -0.891
C -0.43387 0.59638 -3.09378 0.399 0.981 -0.112
C -1.63850 0.26478 -2.31205 0.955 1.347 -0.518
C -2.65892 1.20643 -2.28145 0.396 -0.475 0.823
C -2.35126 2.57393 -2.41331 0.937 0.418 -0.681
Fe 1.35574 1.72975 -2.06860 0.097 -2.363 1.692
P 2.45327 -0.72121 -1.47978 0.365 0.019 0.454
H -1.16230 4.20292 -6.87826 0.202 0.254 0.115
H -0.36901 7.69353 -4.42646 0.089 -0.186 -0.271
H -1.25161 5.72684 -8.85314 0.014 0.085 0.112
H -0.50091 9.06408 -6.51131 -0.056 -0.310 -0.101
H -3.09590 3.30847 -2.08272 0.348 -0.198 -0.660
H 0.75938 2.29621 -4.00142 -1.170 -0.291 0.296
H -3.70403 0.92075 -2.14574 0.350 0.026 0.934
H -0.11851 -0.10575 -3.89043 0.673 0.133 1.331
C 2.20266 -2.13263 -0.24227 -0.398 0.572 -0.110
C 2.97040 -3.44619 -0.49637 -0.151 0.001 0.085
H 1.11071 -2.33360 -0.19712 0.606 0.044 0.082
H 2.48466 -1.70050 0.73949 -0.186 -0.192 -0.473
H 2.96448 -4.01047 0.44506 0.076 0.002 -0.290
H 2.45698 -4.06245 -1.25140 0.270 0.219 0.190
H 4.02008 -3.30971 -0.80462 -0.510 -0.001 0.181
C 2.94976 -1.61381 -2.98761 0.299 -0.503 -0.348
C 3.41032 -0.68251 -4.10485 0.100 0.039 -0.231
H 2.08741 -2.19758 -3.34800 0.302 0.138 0.284
H 3.74466 -2.33891 -2.74454 -0.333 0.227 -0.153
H 3.52317 -1.23496 -5.05431 0.066 0.274 0.416
H 2.65558 0.10140 -4.27657 0.232 -0.019 -0.012
H 4.37572 -0.21127 -3.85689 -0.397 -0.084 -0.182
C 4.01965 0.02484 -0.82706 -0.069 0.004 -0.164
C 5.31603 -0.76686 -0.94868 0.387 0.037 0.152
H 3.80303 0.24736 0.22947 0.035 0.088 -0.264
H 4.13399 0.99546 -1.33534 0.032 -0.124 0.126
H 6.15657 -0.10696 -0.69727 -0.132 -0.222 -0.050
H 5.35468 -1.61176 -0.25130 -0.060 0.161 -0.192
H 5.49372 -1.13881 -1.96464 -0.059 0.059 0.211
Br -1.53549 -1.06174 -0.89501 0.288 1.191 -0.036
P -2.12829 -2.89833 -3.81826 -0.550 1.212 2.143
C -0.37516 -2.93858 -3.29824 0.423 -0.794 -0.292
C 0.17917 -4.36402 -3.49122 0.051 -0.589 -0.147
H -0.27238 -2.64823 -2.23997 -0.235 -0.027 -0.632
H 0.18080 -2.22148 -3.91683 -0.331 -0.145 0.045
H 1.28542 -4.39124 -3.45360 -0.614 0.112 0.000
H -0.20294 -5.03400 -2.69868 0.197 0.263 -0.391
H -0.14540 -4.77816 -4.46466 0.350 0.094 0.451
C -3.28802 -2.88074 -2.34526 -0.320 -0.757 0.174
C -4.66328 -3.52325 -2.53173 -0.115 -0.146 -0.389
H -3.45416 -1.81312 -2.09325 0.286 -0.763 -0.439
H -2.78350 -3.37156 -1.48709 -0.122 0.283 -0.688
H -5.15396 -3.61409 -1.54757 0.209 0.031 -0.480
H -5.29855 -2.89739 -3.17900 0.150 -0.386 0.173
H -4.54580 -4.51997 -2.97224 -0.357 0.159 0.158
C -2.51481 -1.37644 -4.69098 -0.254 0.104 -0.915
C -2.83263 -1.64369 -6.15589 -0.086 0.001 -0.456
H -1.65266 -0.71642 -4.64605 -0.075 -0.196 0.031
H -3.34405 -0.86304 -4.19506 0.080 -0.294 0.020
H -3.02310 -0.70341 -6.66643 -0.050 0.045 -0.042
H -1.97784 -2.11052 -6.64293 -0.041 -0.083 -0.142
H -3.70675 -2.28169 -6.28669 0.049 -0.001 0.005
N 0.13073 1.30197 1.17087 0.544 0.079 -0.385
C 0.62715 1.86366 2.28549 1.055 0.995 -1.210
C 1.62671 2.72956 1.86820 -0.301 -0.220 -0.089
C 1.66065 2.62564 0.48312 -0.350 -0.645 -0.226
N 0.76895 1.72369 0.03314 -0.133 0.787 1.223
H -0.60586 0.62300 1.17287 -0.149 -0.199 -0.550
H 0.28808 1.69356 3.27672 -0.444 -0.371 0.411
H 2.23926 3.36380 2.44979 0.350 0.394 0.588
H 2.31079 3.13987 -0.23270 -0.155 -0.047 0.340
```
Positions in Å, forces in eV/Å.


Computed values of relative energy (zero: lowest compared OMol25 entry of this formula, charge and spin) (unit: kJ/mol) for the preceding records, in sequence: 0.0; 299.2; 384.6; 393.0.